[1]
{"formula": "C22H25N5O2Sn", "method": "ωB97M-V/def2-TZVPD", "elements": ["H", "H", "H", "H", "C", "H", "C", "H", "C", "C", "H", "C", "H", "C", "H", "N", "N", "O", "H", "C", "C", "C", "C", "H", "O", "H", "C", "H", "C", "H", "C", "C", "C", "C", "H", "N", "Sn", "H", "C", "N", "H", "N", "C", "H", "C", "H", "H", "C", "H", "C", "C", "H", "H", "H", "H"], "coordinates": [[2.329, 1.861, 1.336], [4.222, -1.002, 0.717], [-2.658, -2.153, -5.856], [-4.381, -1.178, -1.782], [-3.547, -1.342, -1.098], [1.247, -1.957, -4.162], [0.023, 3.620, 6.096], [1.950, 2.351, -0.916], [-2.010, -1.942, -5.016], [1.603, -1.570, -1.482], [3.871, 1.494, 0.551], [3.598, -1.489, -0.015], [-0.209, -2.465, -6.062], [-1.714, 2.703, 4.708], [1.340, 1.567, 3.747], [2.188, 0.431, -0.162], [-1.129, 1.160, 2.901], [-2.594, 0.203, 1.642], [0.322, 4.256, 6.917], [0.980, 2.924, 5.374], [2.939, 1.060, 0.923], [-2.596, 0.799, -1.709], [0.603, 2.115, 4.316], [-2.936, 1.218, -0.760], [-0.179, 0.551, 2.208], [0.420, 1.563, -0.524], [0.175, -1.889, -4.043], [-1.691, 1.315, -2.029], [-2.555, -1.440, -3.841], [-2.755, 2.614, 4.434], [2.061, -2.860, -1.935], [-1.761, -1.178, -2.741], [3.989, -2.695, -0.508], [3.203, -3.402, -1.465], [3.509, -4.391, -1.776], [-2.313, -0.643, -1.521], [-0.960, -0.899, 0.727], [-3.846, -0.964, -0.119], [-0.365, -1.440, -2.815], [0.410, -1.093, -1.742], [-3.355, -2.413, -1.030], [-2.343, 0.999, 2.631], [2.438, -0.835, -0.512], [3.156, 0.358, 1.722], [-1.321, 3.505, 5.761], [2.026, 3.010, 5.633], [-2.068, 4.050, 6.321], [1.418, 1.401, -0.940], [4.915, -3.133, -0.159], [-0.742, 2.010, 3.989], [-0.637, -2.138, -5.124], [1.310, 1.083, -1.970], [1.407, -3.438, -2.571], [-3.616, -1.237, -3.809], [-3.375, 0.964, -2.458]], "lowdin_charge": [0.098, 0.115, 0.129, 0.100, -0.081, 0.124, -0.044, 0.114, -0.002, -0.209, 0.127, 0.013, 0.127, -0.001, 0.098, -0.106, -0.185, -0.310, 0.120, -0.051, -0.015, -0.046, -0.015, 0.086, -0.308, 0.077, 0.005, 0.094, 0.011, 0.117, 0.007, -0.187, 0.017, -0.015, 0.131, -0.309, 1.509, 0.075, -0.196, 0.081, 0.106, 0.040, -0.124, 0.099, -0.043, 0.116, 0.121, -0.013, 0.136, -0.164, -0.029, 0.101, 0.124, 0.126, 0.109], "homo_energy_ev": [-14.20, -14.20], "e_above_lowest_kj_mol": 55.6, "energy_ev": -40578.0895, "homo_lumo_gap_ev": [5.58, 5.58], "total_charge": 2}

=====

[2]
{"formula": "C6H9NS", "method": "ωB97M-V/def2-TZVPD", "elements": ["H", "C", "H", "C", "H", "H", "N", "H", "S", "C", "C", "C", "C", "H", "H", "H", "H"], "coordinates": [[0.317, -0.827, -1.269], [-1.403, -1.112, -0.098], [0.236, 1.740, 1.507], [-0.519, 1.917, -0.448], [-1.933, -0.779, -1.022], [-1.613, 1.573, -0.401], [2.269, -0.843, 0.049], [0.023, 2.032, -1.683], [2.122, 0.827, -0.005], [0.248, 1.012, 0.615], [1.475, -1.833, -0.133], [0.000, -1.308, -0.304], [-0.489, -0.232, 0.760], [-1.916, -1.922, 0.581], [1.941, -2.802, 0.010], [-0.205, -0.822, 1.709], [-0.555, 3.377, 0.132]], "lowdin_charge": [0.129, -0.110, 0.102, -0.175, 0.122, 0.043, -0.403, 0.136, 0.863, -0.585, -0.169, -0.263, -0.269, 0.143, 0.099, 0.162, 0.173], "homo_energy_ev": -8.31, "e_above_lowest_kj_mol": 680.0, "energy_ev": -18686.1632, "homo_lumo_gap_ev": 9.00}

=====

[3]
{"formula": "C19H19BF2MnN4S8", "method": "ωB97M-V/def2-TZVPD", "elements": ["H", "C", "S", "C", "C", "C", "N", "C", "H", "F", "C", "H", "C", "Mn", "H", "S", "H", "H", "H", "C", "F", "H", "H", "H", "C", "S", "B", "C", "C", "C", "H", "S", "C", "C", "S", "C", "C", "N", "S", "C", "H", "S", "H", "N", "C", "C", "H", "N", "H", "S", "H", "H", "H", "H"], "coordinates": [[-6.200, 0.217, -4.673], [-0.734, 2.401, 0.460], [-0.194, 0.204, 3.943], [1.439, 0.461, 3.339], [2.041, -0.206, 2.339], [-5.672, -0.005, -3.754], [-1.949, -1.164, 1.336], [-6.056, -1.092, -2.977], [0.443, -2.043, 4.590], [-0.422, -3.272, -0.317], [0.645, 2.585, -0.082], [3.701, 4.020, -0.991], [-3.956, 0.541, -2.157], [1.300, -0.412, -0.626], [4.014, -3.050, -2.274], [1.286, -1.477, 1.383], [-0.839, -1.348, 5.616], [-6.881, -1.722, -3.288], [-4.352, 1.678, -3.928], [-5.383, -1.378, -1.801], [0.852, -2.152, -1.883], [4.806, -3.050, -0.698], [-3.189, 1.226, -1.813], [3.058, -2.870, -0.789], [-4.630, 0.810, -3.341], [3.700, 0.225, 2.018], [-0.166, -2.194, -0.989], [0.108, -1.150, 5.114], [3.818, 1.544, 3.163], [3.992, -2.610, -1.275], [0.842, -0.839, 5.854], [5.110, 2.521, 3.224], [4.149, -1.127, -1.347], [4.946, 1.167, -1.592], [2.376, 1.711, 4.121], [2.689, 2.083, -0.857], [2.829, 3.420, -0.770], [1.438, 1.609, -0.476], [5.628, -0.393, -1.759], [-2.392, -0.928, 0.127], [5.536, 2.062, -1.738], [-1.216, -0.685, -1.199], [-0.725, 1.636, 1.241], [-3.673, -0.882, -0.162], [-4.325, -0.568, -1.410], [3.657, 1.063, -1.228], [-0.942, -1.188, 1.548], [3.202, -0.245, -1.102], [-2.583, -1.278, 2.115], [1.384, 4.112, -0.174], [-1.424, 2.104, -0.333], [-1.108, 3.328, 0.893], [-5.673, -2.233, -1.197], [-4.306, -1.168, 0.574]], "lowdin_charge": [0.123, -0.050, 0.806, -1.005, -1.022, -0.043, 0.171, -0.040, 0.042, 0.265, -0.588, 0.106, -0.059, 0.421, 0.105, 0.718, 0.045, 0.124, 0.121, -0.009, 0.145, 0.102, 0.091, 0.059, -0.047, 0.926, -1.065, -0.342, -1.467, -0.038, 0.052, 0.636, -0.587, -0.277, 0.948, -0.314, -0.274, -0.007, 1.185, -0.541, 0.105, 1.156, 0.066, 0.122, -0.251, -0.339, -0.016, -0.052, 0.146, 1.189, 0.060, 0.094, 0.127, 0.179], "homo_energy_ev": [-12.74, -12.73], "e_above_lowest_kj_mol": 26.8, "energy_ev": -150075.0730, "homo_lumo_gap_ev": [6.00, 6.48], "spin_multiplicity": 2, "s_squared": 0.8817, "total_charge": 2}

=====

[4]
{"formula": "C4H7NO2", "method": "ωB97M-V/def2-TZVPD", "elements": ["C", "H", "O", "H", "N", "C", "O", "C", "H", "H", "H", "H", "C", "H"], "coordinates": [[0.455, -0.777, 0.856], [-1.130, -1.527, -1.775], [-0.918, 0.700, -1.974], [0.281, -1.337, 1.779], [0.674, 0.646, 1.163], [-0.760, -0.760, -0.063], [-0.838, -1.867, -0.913], [-0.526, 0.528, -0.841], [1.638, 0.795, 1.430], [1.251, 1.663, -0.669], [-1.682, -0.637, 0.530], [1.284, -1.243, 0.301], [0.378, 1.432, -0.034], [-0.107, 2.385, 0.210]], "lowdin_charge": [-0.155, 0.096, 0.106, 0.121, -0.058, -0.321, -0.001, -0.323, 0.106, 0.135, 0.168, 0.130, -0.130, 0.127], "homo_energy_ev": -9.53, "e_above_lowest_kj_mol": 122.8, "energy_ev": -9846.0072, "homo_lumo_gap_ev": 10.40, "smiles": "O=C1CNC[C@@H]1O"}

=====

[5]
{"formula": "C9H20N2P", "method": "ωB97M-V/def2-TZVPD", "elements": ["H", "H", "H", "C", "H", "C", "H", "C", "H", "N", "H", "C", "H", "H", "H", "H", "C", "C", "H", "H", "H", "H", "N", "H", "C", "C", "C", "P", "H", "H", "H", "H"], "coordinates": [[-1.796, -0.795, 1.146], [0.060, -0.227, -0.542], [-4.200, 1.334, -0.788], [4.195, -1.488, -0.116], [0.562, 1.920, -0.742], [-2.482, -0.450, 0.361], [3.944, -2.525, -0.374], [-3.945, -0.932, 0.552], [5.288, -0.003, -1.457], [-2.576, 0.966, 0.282], [3.183, -1.030, 1.850], [-3.968, 1.410, 0.245], [-5.695, 0.051, 0.818], [2.127, -1.665, 0.799], [-2.062, -0.756, -0.552], [-1.358, 2.769, -0.077], [4.320, -0.634, -1.372], [3.122, 0.303, -1.349], [-4.077, 2.432, 0.603], [2.108, 0.050, -1.693], [4.410, -1.146, -2.302], [3.450, 0.976, 0.626], [2.769, 0.380, 0.132], [5.085, -1.381, 0.548], [-4.696, 0.223, 1.023], [3.025, -0.963, 0.722], [-1.454, 1.695, 0.126], [0.267, 0.984, 0.308], [-4.003, -1.666, 1.312], [-4.572, 0.308, 2.160], [-4.330, -1.373, -0.427], [3.297, 1.236, -1.823]], "lowdin_charge": [0.130, -0.016, 0.124, -0.183, -0.039, -0.174, 0.112, -0.177, 0.143, -0.149, 0.130, -0.062, 0.094, 0.109, 0.098, 0.092, -0.180, -0.200, 0.136, 0.081, 0.093, 0.121, -0.194, 0.122, -0.144, -0.251, -0.242, 0.912, 0.107, 0.155, 0.153, 0.099], "homo_energy_ev": -12.13, "e_above_lowest_kj_mol": 197.0, "energy_ev": -21917.4217, "homo_lumo_gap_ev": 8.20, "total_charge": 1}

=====

[6]
{"formula": "C5H8O2", "method": "ωB97M-V/def2-TZVPD", "elements": ["H", "O", "O", "H", "H", "H", "C", "C", "H", "C", "H", "H", "C", "C", "H"], "coordinates": [[-1.442, 1.230, 1.162], [0.210, -0.832, -1.410], [1.212, 1.295, 1.225], [0.650, -2.033, 1.508], [1.281, 2.239, 1.024], [-1.682, 0.961, -0.644], [1.054, 0.274, -1.125], [0.468, 0.700, 0.212], [2.120, 0.010, -1.017], [-1.068, 0.780, 0.237], [0.211, -1.766, -0.413], [0.964, 1.048, -1.906], [-0.373, -0.498, 0.475], [-0.224, -1.826, 0.886], [-1.116, -2.414, 1.104]], "lowdin_charge": [0.130, -0.211, 0.042, 0.088, 0.114, 0.122, -0.197, -0.430, 0.126, 0.035, 0.171, 0.122, -0.181, -0.006, 0.077], "homo_energy_ev": -8.67, "e_above_lowest_kj_mol": 531.4, "energy_ev": -9404.3249, "homo_lumo_gap_ev": 9.31}

=====

[7]
{"formula": "C21H26N3O2", "method": "ωB97M-V/def2-TZVPD", "elements": ["C", "H", "H", "O", "H", "H", "H", "H", "N", "C", "H", "C", "O", "C", "H", "C", "H", "C", "H", "C", "H", "C", "C", "H", "H", "H", "H", "C", "H", "H", "N", "C", "H", "H", "C", "H", "C", "C", "C", "C", "H", "C", "N", "C", "C", "H", "H", "C", "H", "H", "C", "H"], "coordinates": [[-0.256, 3.256, 1.914], [-1.671, 1.979, 3.854], [2.062, 1.516, -1.532], [-1.823, -0.221, 2.428], [-3.682, 1.165, 2.217], [-2.700, 3.822, 6.039], [-2.422, 2.058, 6.196], [-3.399, 2.383, 4.068], [5.894, -1.185, -3.599], [-1.994, 0.642, 1.628], [4.964, -0.245, -5.164], [-0.110, -4.584, -1.642], [-3.143, 1.253, 1.414], [4.545, -2.615, -2.226], [-1.380, -5.845, -0.457], [-2.373, 2.744, 4.167], [-3.135, -3.769, -3.777], [3.428, -2.327, -2.994], [-2.327, 3.565, 1.251], [-0.081, 2.167, 0.885], [-1.130, -0.844, -0.336], [-0.551, 0.058, -0.245], [-2.432, -4.883, -2.072], [1.626, 3.175, 0.068], [-1.081, 3.098, 5.836], [-1.609, 4.720, 3.959], [-0.889, -2.812, -4.241], [-1.627, 3.963, 1.975], [2.716, -1.213, -4.698], [0.469, 4.020, 1.649], [0.043, -3.751, -2.672], [-2.242, 4.049, 3.376], [0.051, 2.910, 2.898], [0.802, -0.453, -1.829], [-0.853, 1.006, 0.731], [6.650, -2.215, -1.997], [-1.041, -3.485, -3.404], [0.996, 2.305, 0.007], [-2.147, 2.967, 5.669], [3.561, -1.462, -4.070], [2.465, -2.768, -2.760], [-2.293, -4.020, -3.147], [1.260, 1.380, -0.928], [-1.318, -5.174, -1.302], [4.813, -0.921, -4.329], [-3.202, 4.551, 3.300], [-1.465, 4.994, 1.668], [0.536, 0.270, -1.075], [-3.392, -5.325, -1.840], [4.488, -3.287, -1.381], [5.751, -2.019, -2.571], [0.785, -4.787, -1.064]], "lowdin_charge": [-0.110, 0.082, 0.189, 0.180, 0.143, 0.079, 0.075, 0.102, 0.057, -0.528, 0.104, -0.156, 0.160, -0.074, 0.107, -0.267, 0.105, -0.097, 0.102, -0.085, 0.143, 0.071, -0.069, 0.151, 0.076, 0.114, 0.102, -0.174, 0.096, 0.112, 0.037, -0.198, 0.133, 0.139, -0.016, 0.106, -0.162, 0.045, -0.092, -0.087, 0.071, -0.068, 0.120, -0.065, -0.159, 0.119, 0.113, 0.007, 0.111, 0.101, -0.150, 0.104], "homo_energy_ev": -11.82, "e_above_lowest_kj_mol": 51.5, "energy_ev": -30757.6790, "homo_lumo_gap_ev": 7.40, "total_charge": 1}

=====

What did the fifth record say?
{"formula": "C9H20N2P", "method": "ωB97M-V/def2-TZVPD", "elements": ["H", "H", "H", "C", "H", "C", "H", "C", "H", "N", "H", "C", "H", "H", "H", "H", "C", "C", "H", "H", "H", "H", "N", "H", "C", "C", "C", "P", "H", "H", "H", "H"], "coordinates": [[-1.796, -0.795, 1.146], [0.060, -0.227, -0.542], [-4.200, 1.334, -0.788], [4.195, -1.488, -0.116], [0.562, 1.920, -0.742], [-2.482, -0.450, 0.361], [3.944, -2.525, -0.374], [-3.945, -0.932, 0.552], [5.288, -0.003, -1.457], [-2.576, 0.966, 0.282], [3.183, -1.030, 1.850], [-3.968, 1.410, 0.245], [-5.695, 0.051, 0.818], [2.127, -1.665, 0.799], [-2.062, -0.756, -0.552], [-1.358, 2.769, -0.077], [4.320, -0.634, -1.372], [3.122, 0.303, -1.349], [-4.077, 2.432, 0.603], [2.108, 0.050, -1.693], [4.410, -1.146, -2.302], [3.450, 0.976, 0.626], [2.769, 0.380, 0.132], [5.085, -1.381, 0.548], [-4.696, 0.223, 1.023], [3.025, -0.963, 0.722], [-1.454, 1.695, 0.126], [0.267, 0.984, 0.308], [-4.003, -1.666, 1.312], [-4.572, 0.308, 2.160], [-4.330, -1.373, -0.427], [3.297, 1.236, -1.823]], "lowdin_charge": [0.130, -0.016, 0.124, -0.183, -0.039, -0.174, 0.112, -0.177, 0.143, -0.149, 0.130, -0.062, 0.094, 0.109, 0.098, 0.092, -0.180, -0.200, 0.136, 0.081, 0.093, 0.121, -0.194, 0.122, -0.144, -0.251, -0.242, 0.912, 0.107, 0.155, 0.153, 0.099], "homo_energy_ev": -12.13, "e_above_lowest_kj_mol": 197.0, "energy_ev": -21917.4217, "homo_lumo_gap_ev": 8.20, "total_charge": 1}